1.
This record from the Open Molecules 2025 dataset describes a 8-piece molecular cluster, C11H38O8 overall. The level of theory is the ωB97M-V functional and the def2-TZVPD basis.

Results
Energy relative to the best compared isomer or geometry (same formula, charge and spin) (eV): 3.415
HOMO-LUMO gap (eV): 9.5
SMILES string: CCO.CCO.CCO.CO.CO.CO.CO.CO
HOMO level (eV): -9.3
E (eV): -28399.51109

ORCA input file:
```
! wB97M-V def2-TZVPD RIJCOSX def2/J DEFGRID3
* xyz 0 1
C 2.27 -2.10 4.18
C 0.86 -1.59 4.42
O 0.15 -1.33 3.22
H 2.86 -1.56 3.44
H 2.29 -3.18 3.99
H 2.79 -2.11 5.15
H 0.92 -0.62 4.95
H 0.26 -2.19 5.11
H -0.02 -0.39 3.14
C 4.71 0.08 -2.06
C 3.56 0.09 -1.11
O 3.51 -1.13 -0.37
H 4.56 -0.66 -2.86
H 5.70 -0.05 -1.63
H 4.82 1.00 -2.64
H 2.62 0.31 -1.63
H 3.61 0.99 -0.50
H 3.98 -1.08 0.47
C 0.10 -2.91 -3.41
C 0.88 -1.80 -2.74
O 2.21 -2.27 -2.45
H 0.63 -3.20 -4.32
H -0.92 -2.63 -3.65
H 0.17 -3.80 -2.78
H 0.43 -1.35 -1.85
H 1.09 -0.90 -3.33
H 2.54 -1.86 -1.62
C -0.73 0.35 0.23
O -1.50 -0.14 -0.86
H 0.17 0.87 -0.11
H -1.30 1.07 0.82
H -0.52 -0.43 0.96
H -1.57 0.57 -1.51
C -4.77 2.25 -0.78
O -5.57 3.12 0.02
H -4.62 2.61 -1.79
H -3.83 2.10 -0.26
H -5.24 1.27 -0.91
H -6.42 2.72 0.22
C -4.14 -1.16 1.01
O -3.00 -1.95 0.76
H -3.87 -0.20 1.47
H -4.67 -1.00 0.06
H -4.84 -1.59 1.73
H -2.43 -1.42 0.18
C -1.07 3.10 -2.26
O -1.87 1.97 -2.65
H -0.53 3.49 -3.13
H -1.70 3.94 -1.99
H -0.35 2.75 -1.53
H -2.28 2.13 -3.51
C 2.03 1.56 2.49
O 0.64 1.48 2.69
H 2.46 2.57 2.50
H 2.48 1.06 3.35
H 2.33 1.02 1.59
H 0.17 2.08 2.11
*
```


2.
This record from the Open Molecules 2025 dataset describes C30H48BN4O2Pt as an isolated structure. The level of theory is the ωB97M-V functional and the def2-TZVPD basis.

Results
Energy relative to the best compared isomer or geometry (same formula, charge and spin) (eV): 0.000
HOMO-LUMO gap (alpha / beta) (eV): 7.3 / 7.3
HOMO level (alpha / beta) (eV): -10.5 / -10.5
E (eV): -45865.14472

ORCA input file:
```
! wB97M-V def2-TZVPD RIJCOSX def2/J DEFGRID3
* xyz 1 1
Pt -0.18 0.72 -1.99
C 5.38 -1.74 2.13
C 4.29 -0.84 2.74
C 4.94 0.42 3.34
C 3.59 -1.61 3.85
C 3.34 -0.42 1.63
C 3.80 0.32 0.54
C 2.92 0.68 -0.46
N 1.63 0.36 -0.44
C 1.16 -0.32 0.60
C 1.99 -0.74 1.64
C -0.32 -0.63 0.61
C -0.91 -1.25 1.70
C -2.27 -1.53 1.74
C -3.01 -1.14 0.63
C -2.39 -0.51 -0.43
N -1.08 -0.26 -0.45
C -2.88 -2.21 2.96
C -2.23 -3.59 3.12
C -4.39 -2.38 2.82
C -2.59 -1.36 4.20
H 6.09 -2.04 2.91
H 5.95 -1.22 1.36
H 4.95 -2.64 1.69
H 5.62 0.13 4.15
H 4.18 1.08 3.76
H 5.51 0.98 2.61
H 4.31 -1.88 4.62
H 3.14 -2.54 3.49
H 2.81 -1.02 4.33
H 4.84 0.62 0.47
H 3.26 1.25 -1.32
H 1.59 -1.31 2.46
H -0.30 -1.53 2.54
H -4.08 -1.30 0.57
H -2.95 -0.18 -1.29
H -2.40 -4.21 2.23
H -2.66 -4.10 3.98
H -1.15 -3.52 3.28
H -4.65 -3.01 1.97
H -4.90 -1.42 2.71
H -4.78 -2.86 3.72
H -1.52 -1.25 4.39
H -3.03 -1.83 5.08
H -3.01 -0.36 4.11
C -0.88 5.89 -1.08
C -1.60 4.59 -1.36
C -2.58 4.76 -2.52
O -0.62 3.60 -1.79
B -1.01 2.38 -1.30
O -2.04 2.48 -0.38
C -2.23 3.90 -0.11
C -3.72 4.15 0.07
C -1.48 4.20 1.18
H -0.48 6.30 -2.00
H -0.05 5.74 -0.38
H -1.57 6.62 -0.65
H -2.04 5.11 -3.39
H -3.36 5.49 -2.28
H -3.06 3.81 -2.77
H -4.29 3.79 -0.79
H -3.92 5.21 0.20
H -4.07 3.63 0.96
H -0.42 4.00 1.07
H -1.87 3.55 1.97
H -1.62 5.23 1.50
C 1.57 -1.95 -2.66
C 1.89 -3.14 -3.61
N 1.04 -3.08 -4.80
C -0.36 -3.16 -4.39
C -0.71 -2.00 -3.43
N 0.48 -1.13 -3.24
C 0.92 -0.63 -4.56
C 1.27 -1.82 -5.49
H 2.44 -1.30 -2.52
H 1.25 -2.29 -1.68
H 1.72 -4.09 -3.11
H 2.93 -3.11 -3.93
H -0.52 -4.13 -3.91
H -0.98 -3.14 -5.28
H -1.02 -2.35 -2.45
H -1.50 -1.37 -3.83
H 1.78 0.03 -4.40
H 0.11 -0.02 -4.97
H 2.32 -1.78 -5.80
H 0.66 -1.80 -6.39
*
```


3.
This record from the Open Molecules 2025 dataset describes C19H20N4O2 in the gas phase. The level of theory is the ωB97M-V functional and the def2-TZVPD basis.

Results
Energy relative to the best compared isomer or geometry (same formula, charge and spin) (eV): 0.391
HOMO-LUMO gap (eV): 8.7
SMILES string: CCn1c(C)nc2cc(C(=O)N/N=C(\C)c3ccccc3O)ccc21
HOMO level (eV): -8.4
E (eV): -30083.69966

ORCA input file:
```
! wB97M-V def2-TZVPD RIJCOSX def2/J DEFGRID3
* xyz 0 1
C 2.34 2.92 0.62
C 3.17 1.83 1.30
N 3.07 0.58 0.59
C 3.92 0.08 -0.37
C 5.17 0.77 -0.77
N 3.52 -1.05 -0.87
C 2.34 -1.35 -0.23
C 1.49 -2.43 -0.38
C 0.33 -2.45 0.38
C -0.60 -3.60 0.23
O -0.25 -4.76 0.19
N -1.94 -3.31 0.17
N -2.58 -2.09 0.19
C -2.30 -1.15 -0.65
C -1.37 -1.31 -1.81
C -2.97 0.13 -0.46
C -2.59 1.25 -1.20
C -3.20 2.47 -1.04
C -4.23 2.62 -0.13
C -4.63 1.54 0.63
C -4.01 0.30 0.49
O -4.45 -0.70 1.28
C 0.05 -1.44 1.31
C 0.90 -0.37 1.48
C 2.04 -0.32 0.69
H 2.42 3.85 1.18
H 2.69 3.09 -0.39
H 1.29 2.62 0.58
H 2.81 1.67 2.32
H 4.22 2.12 1.34
H 4.96 1.77 -1.14
H 5.64 0.19 -1.55
H 5.85 0.85 0.07
H 1.71 -3.23 -1.07
H -2.57 -4.09 0.33
H -1.84 -0.91 -2.71
H -1.15 -2.37 -1.98
H -0.43 -0.79 -1.65
H -1.78 1.16 -1.91
H -2.87 3.32 -1.63
H -4.72 3.57 -0.01
H -5.42 1.62 1.36
H -3.89 -1.49 1.10
H -0.83 -1.51 1.92
H 0.68 0.40 2.21
*
```


4.
This record from the Open Molecules 2025 dataset describes C2H4BrCl as an isolated structure. The level of theory is the ωB97M-V functional and the def2-TZVPD basis.

Results
Energy relative to the best compared isomer or geometry (same formula, charge and spin) (eV): 2.117
HOMO-LUMO gap (eV): 8.1
HOMO level (eV): -10.0
E (eV): -84701.85288

ORCA input file:
```
! wB97M-V def2-TZVPD RIJCOSX def2/J DEFGRID3
* xyz 0 1
C -0.01 0.61 -0.43
C -0.04 -0.31 0.71
Cl -0.88 2.17 0.00
Br 0.74 -2.38 -0.72
H -0.65 0.08 -1.21
H 1.09 0.72 -0.62
H -1.10 -0.64 0.97
H 0.85 -0.26 1.31
*
```